[1]
Entry from the OMol25 dataset: a 2-piece molecular cluster, C4H9O3 overall (wB97M-V/def2-TZVPD).

Net charge: -1
Highest occupied orbital energy, eV: -4.19
Maximum force, Eh/bohr: 0.0749
Gap between HOMO and LUMO, eV: 8.21
E_LUMO, eV: 4.024
Relative energy (zero: lowest compared OMol25 entry of this formula, charge and spin), kJ/mol: 81.3

Geometry (Å):
C (-1.8746, 1.2926, -1.0911)
C (-1.3363, 2.5968, -0.5530)
O (-0.8480, 0.4428, -1.6410)
H (-2.2323, 0.6430, -0.2890)
H (-2.5191, 1.3896, -1.9630)
H (-2.1569, 3.2224, -0.1920)
H (-0.2086, 0.1210, -0.9540)
H (-0.7909, 3.0679, -1.3835)
H (-0.6904, 2.4294, 0.3096)
C (1.3541, -2.2191, -0.0137)
C (0.9683, -1.0988, 0.9980)
O (1.4749, -1.3034, 2.1431)
O (0.5351, 0.0288, 0.6316)
H (1.2787, -1.9156, -1.0633)
H (0.7238, -3.0388, 0.3043)
H (2.4252, -2.4097, 0.0368)

[2]
Entry from the OMol25 dataset: one molecule with the formula C21H27ClN6O (wB97M-V/def2-TZVPD).

SMILES: COCCn1nnnc1[C@@H](C(C)C)N(Cc1cccnc1)Cc1ccccc1Cl
Highest occupied orbital energy, eV: -8.82
Maximum force, Eh/bohr: 0.0295
Gap between HOMO and LUMO, eV: 9.31
E_LUMO, eV: 0.490
Relative energy (zero: lowest compared OMol25 entry of this formula, charge and spin), kJ/mol: 24.8

Geometry (Å):
C (-5.0022, -2.2355, 0.7746)
O (-3.9328, -1.3450, 0.9802)
C (-4.3413, -0.1109, 1.5216)
C (-3.1082, 0.7572, 1.7766)
N (-2.6523, 1.4425, 0.6014)
N (-3.0573, 2.6944, 0.3472)
N (-2.4710, 3.0828, -0.7027)
N (-1.6729, 2.1424, -1.1855)
C (-1.7769, 1.1044, -0.3874)
C (-1.1155, -0.2221, -0.5202)
C (-1.4005, -0.7855, -1.9358)
C (-2.9034, -0.7778, -2.2127)
C (-0.6496, -0.0165, -3.0156)
N (0.3193, -0.1083, -0.2538)
C (0.6521, 0.6978, 0.9139)
C (1.9554, 1.4164, 0.6969)
C (2.1803, 2.0871, -0.5007)
C (3.3908, 2.7299, -0.6891)
C (4.3273, 2.6826, 0.3329)
N (4.1109, 2.0767, 1.4879)
C (2.9529, 1.4660, 1.6620)
C (0.9489, -1.4252, -0.1936)
C (2.3978, -1.3706, 0.2025)
C (2.7988, -1.7832, 1.4676)
C (4.1232, -1.7251, 1.8617)
C (5.0831, -1.2522, 0.9853)
C (4.7161, -0.8612, -0.2890)
C (3.3874, -0.9298, -0.6727)
Cl (2.9794, -0.4481, -2.2752)
H (-5.5123, -2.4613, 1.7183)
H (-5.7320, -1.8230, 0.0682)
H (-4.5728, -3.1473, 0.3650)
H (-4.8651, -0.2768, 2.4751)
H (-5.0302, 0.4054, 0.8361)
H (-3.3586, 1.5317, 2.5050)
H (-2.3042, 0.1279, 2.1659)
H (-1.5970, -0.9042, 0.2094)
H (-1.0725, -1.8299, -1.9419)
H (-3.4448, -1.2467, -1.3951)
H (-3.1129, -1.3273, -3.1274)
H (-3.2674, 0.2390, -2.3423)
H (-0.8487, -0.4581, -3.9894)
H (-0.9703, 1.0212, -3.0244)
H (0.4184, -0.0438, -2.8298)
H (0.6947, 0.0991, 1.8391)
H (-0.1141, 1.4652, 1.0531)
H (1.4126, 2.0884, -1.2599)
H (3.6036, 3.2544, -1.6078)
H (5.2942, 3.1584, 0.2320)
H (2.8201, 0.9860, 2.6242)
H (0.8777, -1.8760, -1.1857)
H (0.4137, -2.0761, 0.5234)
H (2.0537, -2.1542, 2.1575)
H (4.4038, -2.0442, 2.8538)
H (6.1164, -1.1898, 1.2881)
H (5.4541, -0.5011, -0.9886)

[3]
Entry from the OMol25 dataset: one molecule with the formula C2H6N2O (wB97M-V/def2-TZVPD).

SMILES: NCNC=O
Highest occupied orbital energy, eV: -9.85
Maximum force, Eh/bohr: 0.0391
Gap between HOMO and LUMO, eV: 10.68
E_LUMO, eV: 0.828
Relative energy (zero: lowest compared OMol25 entry of this formula, charge and spin), kJ/mol: 96.1

Geometry (Å):
N (1.6217, -0.9205, 1.2100)
C (0.2577, -0.6569, 0.6567)
N (0.2890, 0.0320, -0.6163)
C (-0.7235, 0.8834, -0.9503)
O (-1.7968, 0.8575, -0.4107)
H (2.3242, -0.3360, 0.7764)
H (1.9243, -1.8215, 0.8663)
H (-0.2336, -0.0720, 1.4283)
H (-0.1947, -1.6434, 0.6087)
H (1.2041, 0.3249, -0.9055)
H (-0.4543, 1.5196, -1.8015)

[4]
Entry from the OMol25 dataset: a 12-piece molecular cluster, C50H136N12O13 overall (wB97M-V/def2-TZVPD).

SMILES: COC[C@H](C)N.COC[C@H](C)N.COC[C@H](C)N.COC[C@H](C)N.COC[C@H](C)N.COC[C@H](C)N.COC[C@H](C)N.COC[C@H](C)N.COC[C@H](C)N.COC[C@H](C)N.COC[C@H](C)N.COCCNCCOC
Highest occupied orbital energy, eV: -9.03
Maximum force, Eh/bohr: 0.0562
Gap between HOMO and LUMO, eV: 9.46
E_LUMO, eV: 0.431
Relative energy (zero: lowest compared OMol25 entry of this formula, charge and spin), kJ/mol: 455.0

Geometry (Å):
C (3.9896, -8.8045, 5.0189)
O (2.6429, -9.2852, 4.7711)
C (2.5287, -10.2512, 3.6918)
C (1.1026, -10.7459, 3.4916)
C (0.5167, -11.5232, 4.7151)
N (1.0850, -11.6690, 2.3462)
H (3.8220, -7.7317, 5.1147)
H (4.5981, -8.9214, 4.1222)
H (4.4111, -9.3324, 5.8743)
H (2.8067, -9.8350, 2.7235)
H (3.2094, -11.0435, 4.0031)
H (0.4721, -9.8857, 3.2664)
H (1.0393, -12.4747, 4.8132)
H (-0.5309, -11.8144, 4.6394)
H (0.6335, -10.9459, 5.6322)
H (1.5676, -12.5358, 2.5357)
H (0.1541, -12.0108, 2.1549)
C (-0.4253, 5.3953, 4.8138)
O (-1.3307, 5.9865, 5.7437)
C (-2.0793, 7.0956, 5.1865)
C (-3.0109, 6.8497, 4.0037)
C (-3.4891, 8.1858, 3.4544)
N (-4.2616, 6.1451, 4.3536)
H (0.1938, 4.6670, 5.3377)
H (0.2396, 6.1669, 4.4256)
H (-0.8965, 4.8800, 3.9769)
H (-2.6975, 7.4336, 6.0182)
H (-1.3318, 7.8737, 5.0317)
H (-2.5035, 6.3469, 3.1805)
H (-4.3150, 8.2493, 2.7459)
H (-2.6033, 8.6019, 2.9743)
H (-3.6814, 8.8574, 4.2911)
H (-4.0847, 5.2147, 4.7043)
H (-4.6144, 6.6428, 5.1585)
C (-7.6534, -9.8350, 3.1413)
O (-8.2972, -10.8583, 3.8815)
C (-9.1357, -10.3725, 4.9142)
C (-9.7627, -11.5044, 5.7747)
C (-10.7590, -12.3049, 4.9654)
N (-10.2461, -10.9357, 6.9775)
H (-6.9811, -9.2492, 3.7682)
H (-8.3594, -9.1891, 2.6193)
H (-7.0558, -10.2591, 2.3344)
H (-8.5639, -9.6332, 5.4750)
H (-9.9508, -9.7818, 4.4962)
H (-8.9612, -12.1730, 6.0889)
H (-11.5814, -11.6605, 4.6548)
H (-11.3058, -13.0648, 5.5236)
H (-10.2205, -12.8365, 4.1808)
H (-10.4689, -11.6691, 7.6352)
H (-11.1043, -10.4510, 6.7569)
C (-6.6330, 3.4171, -4.2015)
O (-6.6438, 2.8506, -5.5385)
C (-5.8523, 3.6303, -6.4098)
C (-5.8955, 3.0488, -7.8422)
C (-5.2389, 1.7525, -8.2357)
N (-5.6336, 4.0416, -8.8698)
H (-5.6357, 3.5528, -3.7833)
H (-7.1962, 2.7665, -3.5325)
H (-7.0452, 4.4230, -4.1213)
H (-6.2849, 4.6259, -6.3106)
H (-4.8032, 3.7058, -6.1241)
H (-6.9508, 2.9115, -8.0777)
H (-5.6851, 0.8253, -7.8759)
H (-4.2226, 1.6710, -7.8504)
H (-5.1734, 1.5410, -9.3030)
H (-5.1208, 3.6624, -9.6530)
H (-6.5123, 4.2651, -9.3149)
C (5.3943, 6.3641, -10.2438)
O (4.0803, 5.7979, -10.5714)
C (3.1933, 6.8948, -10.8539)
C (1.8375, 6.3065, -11.1218)
C (1.8236, 5.6122, -12.4776)
N (0.7593, 7.2691, -11.0605)
H (6.0208, 5.5437, -9.8939)
H (5.4461, 7.1673, -9.5088)
H (5.7499, 6.6681, -11.2283)
H (3.1265, 7.6257, -10.0480)
H (3.5561, 7.4431, -11.7233)
H (1.6000, 5.5701, -10.3541)
H (2.1911, 6.3202, -13.2204)
H (0.8704, 5.2178, -12.8296)
H (2.4657, 4.7364, -12.3834)
H (0.7274, 7.7762, -11.9334)
H (-0.1547, 6.8487, -10.9712)
C (6.6047, -0.7639, -11.1486)
O (5.8080, -1.5980, -10.2975)
C (5.3055, -1.1659, -9.0477)
C (4.2212, -2.2000, -8.6753)
C (2.9606, -2.1083, -9.5191)
N (3.9272, -2.1731, -7.2870)
H (6.7471, -1.2951, -12.0897)
H (7.6425, -0.7993, -10.8173)
H (6.2118, 0.2146, -11.4248)
H (6.0707, -1.0717, -8.2772)
H (4.7991, -0.2024, -9.1049)
H (4.6861, -3.1744, -8.8254)
H (3.2778, -2.1552, -10.5608)
H (2.3954, -1.2076, -9.2790)
H (2.3409, -2.9761, -9.2934)
H (3.3946, -2.9681, -6.9638)
H (3.3635, -1.3893, -6.9904)
C (6.9301, 11.1995, 1.9451)
O (7.6686, 11.4183, 3.1750)
C (7.2432, 10.5337, 4.1972)
C (7.6667, 11.0713, 5.5915)
C (9.1912, 11.1274, 5.8207)
N (7.0983, 10.1946, 6.6181)
H (7.0684, 10.1737, 1.6034)
H (7.3389, 11.8487, 1.1709)
H (5.8910, 11.3961, 2.2094)
H (6.1648, 10.3772, 4.1704)
H (7.7366, 9.5857, 3.9829)
H (7.2708, 12.0446, 5.8817)
H (9.4452, 11.3234, 6.8624)
H (9.5254, 11.9946, 5.2510)
H (9.6976, 10.1974, 5.5623)
H (6.3450, 9.6416, 6.2348)
H (7.7593, 9.4987, 6.9325)
C (-4.6236, -6.0247, -5.1580)
O (-3.2518, -6.3446, -5.4077)
C (-2.9564, -7.7216, -5.4034)
C (-1.4362, -7.7187, -5.2176)
C (-0.8386, -9.0909, -5.3938)
N (-1.1303, -7.3349, -3.8869)
H (-4.8649, -4.9644, -5.2335)
H (-4.9543, -6.4085, -4.1929)
H (-5.2356, -6.4916, -5.9298)
H (-3.4707, -8.3431, -4.6704)
H (-3.2774, -8.1943, -6.3316)
H (-0.9524, -7.0146, -5.8946)
H (-1.2902, -9.8168, -4.7176)
H (0.2251, -9.2260, -5.1980)
H (-0.9868, -9.4584, -6.4092)
H (-1.1988, -8.1613, -3.3104)
H (-1.8705, -6.7416, -3.5402)
C (-9.9199, -1.5215, 2.8862)
O (-8.9976, -1.5810, 3.9665)
C (-7.9175, -0.6400, 3.9912)
C (-7.3915, -0.5252, 5.4345)
C (-8.2886, 0.0883, 6.4731)
N (-6.1809, 0.2460, 5.3798)
H (-10.6691, -2.3112, 2.9420)
H (-9.3733, -1.6430, 1.9510)
H (-10.3383, -0.5163, 2.9390)
H (-7.1376, -0.9451, 3.2934)
H (-8.3237, 0.3445, 3.7591)
H (-7.1532, -1.5308, 5.7810)
H (-7.7723, 0.2882, 7.4121)
H (-9.0857, -0.6348, 6.6462)
H (-8.7404, 1.0177, 6.1264)
H (-5.5391, -0.0487, 4.6578)
H (-5.7262, 0.1531, 6.2769)
C (6.9420, -0.3803, 2.0655)
O (7.8492, -1.0735, 1.1772)
C (7.1713, -1.6234, 0.0447)
C (8.2015, -2.3757, -0.8518)
C (9.2197, -1.4798, -1.6330)
N (7.6145, -3.2848, -1.8006)
H (6.4048, -1.1888, 2.5613)
H (6.1884, 0.2062, 1.5400)
H (7.5511, 0.2457, 2.7176)
H (6.4646, -2.3822, 0.3806)
H (6.6323, -0.8195, -0.4566)
H (8.8675, -2.9669, -0.2233)
H (8.8307, -0.7880, -2.3802)
H (9.9238, -2.0378, -2.2502)
H (9.7363, -0.8560, -0.9036)
H (6.9883, -2.6609, -2.2892)
H (6.9682, -3.8242, -1.2426)
C (1.4359, 5.9330, 12.6866)
O (0.5419, 4.7827, 12.6153)
C (1.2377, 3.6001, 12.2578)
C (0.2113, 2.5851, 11.8063)
C (0.7965, 1.3850, 11.0272)
N (-0.8268, 3.1497, 11.0247)
H (1.0993, 6.7291, 13.3507)
H (1.4626, 6.3917, 11.6982)
H (2.4533, 5.6888, 12.9920)
H (2.0314, 3.8300, 11.5469)
H (1.6749, 3.2309, 13.1855)
H (-0.2018, 2.1291, 12.7060)
H (1.0785, 1.5857, 9.9936)
H (0.0664, 0.5758, 11.0448)
H (1.6866, 0.9324, 11.4642)
H (-1.2076, 3.9874, 11.4412)
H (-0.4889, 3.5487, 10.1606)
C (5.0684, 3.4204, -1.3512)
O (3.6327, 3.4863, -1.3188)
C (3.0765, 3.2913, -2.6579)
C (1.6115, 2.8392, -2.6112)
N (1.5735, 1.5928, -1.9273)
C (0.1992, 1.2618, -1.5499)
C (0.0023, -0.0933, -0.7574)
O (0.2821, 0.0390, 0.6850)
C (0.8384, -1.1487, 1.1854)
H (5.3482, 4.0012, -2.2301)
H (5.4475, 2.4002, -1.4100)
H (5.4313, 3.9501, -0.4704)
H (3.6843, 2.5983, -3.2396)
H (2.9523, 4.2748, -3.1111)
H (1.2555, 2.5897, -3.6107)
H (1.0587, 3.7208, -2.2867)
H (2.0467, 1.8904, -1.0861)
H (-0.4767, 1.2077, -2.4033)
H (-0.1992, 2.0061, -0.8603)
H (0.5930, -0.9042, -1.1835)
H (-0.9973, -0.4890, -0.9373)
H (1.1075, -0.9516, 2.2231)
H (1.7140, -1.4369, 0.6038)
H (0.1052, -1.9552, 1.1850)

[5]
Entry from the OMol25 dataset: an isolated ion of composition CH4Cl2O2P and charge +1 (wB97M-V/def2-TZVPD).

Net charge: +1
Highest occupied orbital energy, eV: -16.47
Maximum force, Eh/bohr: 0.0774
Gap between HOMO and LUMO, eV: 11.60
E_LUMO, eV: -4.870
Relative energy (zero: lowest compared OMol25 entry of this formula, charge and spin), kJ/mol: 0.0

Geometry (Å):
C (1.0083, 0.3891, 1.1814)
O (-0.7055, -0.3268, -2.2474)
O (0.6721, 0.0542, -0.2145)
P (-0.7371, -0.5032, -0.6880)
Cl (-1.8527, 0.8547, 0.1424)
Cl (-0.8737, -2.3862, -0.2911)
H (0.8608, -0.5323, 1.9182)
H (0.4354, 1.3180, 1.6493)
H (2.1003, 0.6671, 1.2783)
H (-0.9079, 0.4654, -2.7286)

[6]
Entry from the OMol25 dataset: C25H24BiN6O7P2S as an isolated structure (wB97M-V/def2-TZVPD).

Net charge: -1
Highest occupied orbital energy, eV: -4.58
Maximum force, Eh/bohr: 0.0079
Gap between HOMO and LUMO, eV: 7.12
E_LUMO, eV: 2.540
Relative energy (zero: lowest compared OMol25 entry of this formula, charge and spin), kJ/mol: 0.0

Geometry (Å):
Bi (0.6613, 1.0754, 0.3811)
C (3.0133, -2.9389, -4.4409)
C (2.0302, -2.4085, -3.4291)
C (1.8853, -2.9837, -2.1751)
C (1.0077, -2.4467, -1.2539)
C (0.2063, -1.3321, -1.5308)
N (-0.6488, -0.7657, -0.5772)
C (-1.5191, -1.5321, 0.1439)
C (-1.6436, -2.9406, 0.0501)
C (-2.5137, -3.6733, 0.8333)
C (-3.3538, -3.0698, 1.7636)
C (-4.2820, -3.8666, 2.6471)
C (-3.3313, -1.6868, 1.8014)
C (-2.4876, -0.9337, 0.9956)
N (-2.7470, 0.4738, 0.9761)
C (-3.9737, 1.0424, 0.9186)
C (-3.7980, 2.4069, 0.9268)
C (-2.4070, 2.5807, 0.9792)
N (-1.7917, 1.4068, 1.0169)
C (0.3872, -0.7283, -2.7933)
C (1.2852, -1.2733, -3.7051)
N (-0.2950, 0.4688, -3.1932)
C (-0.5712, 0.8396, -4.4723)
C (-1.1666, 2.0712, -4.4223)
C (-1.2011, 2.3853, -3.0508)
N (-0.6805, 1.4182, -2.3192)
H (3.3761, -3.9262, -4.1539)
H (2.5600, -3.0182, -5.4307)
H (3.8765, -2.2732, -4.5270)
H (2.4897, -3.8430, -1.9012)
H (0.9659, -2.8567, -0.2528)
H (-1.0349, -3.4622, -0.6713)
H (-2.5327, -4.7542, 0.7264)
H (-3.9859, -4.9164, 2.6718)
H (-4.2748, -3.4899, 3.6721)
H (-5.3144, -3.8216, 2.2867)
H (-4.0022, -1.1598, 2.4736)
H (-4.8669, 0.4443, 0.8531)
H (-4.5624, 3.1653, 0.8888)
H (-1.8208, 3.4894, 0.9837)
H (1.4656, -0.7642, -4.6432)
H (-0.3567, 0.2068, -5.3147)
H (-1.5160, 2.6617, -5.2529)
H (-1.5855, 3.2696, -2.5658)
O (3.3867, 4.4253, -0.2349)
P (3.5054, 3.3008, 0.9043)
O (4.4023, 3.7167, 1.9883)
O (2.1016, 2.8074, 1.2394)
O (4.2096, 2.0591, 0.0551)
P (3.4195, 1.3533, -1.1467)
O (4.6110, 0.6645, -1.9796)
O (2.5979, 0.2013, -0.5635)
O (2.6866, 2.3573, -1.9582)
H (3.0180, 3.9972, -1.0410)
H (4.8226, -0.1774, -1.5514)
S (1.2884, -0.6765, 2.1623)
C (1.0394, 0.5372, 3.3924)
C (1.5497, 0.4587, 4.6912)
C (1.3435, 1.5247, 5.5424)
C (0.6363, 2.6390, 5.1022)
C (0.1559, 2.6270, 3.8093)
N (0.3392, 1.5989, 2.9838)
H (2.1137, -0.4128, 4.9934)
H (1.7472, 1.4967, 6.5475)
H (0.4825, 3.4953, 5.7438)
H (-0.4022, 3.4660, 3.4064)